Density functional theory data (the ωB97M-V functional and the def2-TZVPD basis) for a cluster of 2 separate species, CH7NO3 in total.

Gap between HOMO and LUMO in eV: 11.23
Molecular weight in g/mol: 81.1
Structure (SMILES): NC(O)O.O
Energy above the lowest of the compared OMol25 structures with the same formula, charge and spin in eV: 0.356

Each line ends with the Mulliken charge.
Element x y z (Å)
C: -0.97055 0.50753 0.42736  0.187
N: -1.68430 -0.72703 0.43211  -0.636
O: -1.54076 1.41940 -0.43896  -0.495
H: -1.75327 0.98026 -1.27272  0.300
H: -1.47727 -1.24657 -0.41925  0.266
H: -1.42245 -1.29906 1.22298  0.243
H: -1.02744 0.96548 1.42580  0.296
H: 2.13290 -0.45965 -0.58465  0.400
O: 0.38909 0.27810 0.08451  -0.516
O: 3.08703 -0.49854 -0.75299  -0.645
H: 3.44546 -1.04677 -0.05877  0.302
H: 0.82157 1.12685 -0.06544  0.299

Atoms 1-2, force components in eV/Å:
-0.17 -0.08 0.52
0.07 -0.11 -0.14

Density functional theory data (the ωB97M-V functional and the def2-TZVPD basis) for a cluster of 6 separate species, C20H50N5O9P2 in total at a distorted geometry.

Gap between HOMO and LUMO in eV: 5.30
Net charge: -1
Molecular weight in g/mol: 566.6

Each line ends with the Mulliken charge.
Element x y z (Å)
C: -5.30593 1.98679 1.77460  -1.037
C: -5.16642 1.53876 0.53006  0.250
C: -3.90153 1.09948 -0.08516  -1.145
P: -3.54804 -0.83346 -0.36516  0.058
C: -3.03385 -1.09645 1.46898  -1.132
C: -4.03858 -1.41235 2.53777  -0.632
O: -4.50562 -2.74506 2.30922  -0.545
P: -5.79895 -1.47447 -0.16687  1.018
O: -6.70553 -1.19508 0.98029  -0.735
O: -6.47176 -0.88673 -1.55082  -0.610
O: -5.85062 -3.05668 -0.55824  -0.561
H: -4.45504 2.29745 2.36969  0.308
H: -6.29186 2.03916 2.22038  0.242
H: -6.07847 1.44188 -0.05250  0.259
H: -3.80215 1.47949 -1.10835  0.312
H: -3.05836 1.50005 0.48330  0.398
H: -3.23574 -2.23771 -0.64360  0.014
H: -3.87819 -0.64510 -1.77708  0.161
H: -2.14818 -0.44345 -0.63840  -0.190
H: -2.28895 -1.89972 1.43620  0.404
H: -2.47738 -0.19516 1.74450  0.432
H: -3.56268 -1.37284 3.53234  0.402
H: -4.86111 -0.69640 2.55908  0.360
H: -5.24750 -2.89649 2.90011  0.310
H: -5.87014 -0.23881 -1.93935  0.357
H: -6.51685 -3.18699 -1.24274  0.283
C: 0.09536 1.52062 -3.79797  -1.238
C: -0.91843 0.47623 -3.36541  0.784
O: -2.11291 0.63106 -3.54029  -0.655
N: -0.44150 -0.63170 -2.75277  -0.033
C: 0.93306 -0.97727 -2.44299  -0.359
H: -0.44744 2.34032 -4.25851  0.378
H: 0.65198 1.89919 -2.93902  0.297
H: 0.80102 1.10595 -4.52062  0.273
H: -1.17116 -1.26452 -2.45535  0.252
H: 1.20417 -1.91673 -2.93329  0.239
H: 1.06512 -1.10238 -1.37327  0.350
H: 1.60988 -0.20185 -2.78880  -0.240
C: 3.00228 -0.30335 2.10168  -1.577
C: 3.47017 -0.57961 0.69089  0.963
O: 2.86068 -1.35505 -0.03826  -0.700
N: 4.57407 0.05793 0.24940  -0.047
C: 5.40235 1.00581 0.95965  -0.981
H: 2.10735 -0.88991 2.28204  0.346
H: 3.76720 -0.58334 2.82729  0.408
H: 2.76375 0.75222 2.23447  0.402
H: 4.82319 -0.14377 -0.70725  0.228
H: 5.41394 1.96183 0.43485  0.274
H: 6.43065 0.64520 1.02549  0.298
H: 5.02482 1.16035 1.96526  0.405
C: -4.08868 2.87067 6.55871  -1.348
C: -4.03977 3.66393 5.27124  0.857
O: -3.13932 3.52373 4.46646  -0.639
N: -5.05096 4.54516 5.03566  -0.151
C: -6.19710 4.83875 5.86736  -0.841
H: -3.22486 2.21459 6.57591  0.310
H: -4.05615 3.52986 7.42767  0.373
H: -4.99438 2.26552 6.60932  0.346
H: -4.96549 5.02270 4.15240  0.227
H: -7.12612 4.60756 5.34268  0.289
H: -6.21633 5.89461 6.14721  0.278
H: -6.16242 4.24565 6.77514  0.310
C: 5.99395 -6.12655 -0.07691  -1.173
C: 6.12106 -5.38735 -1.39196  0.732
O: 7.10478 -5.51897 -2.10660  -0.675
N: 5.09959 -4.57260 -1.74099  -0.104
C: 3.86610 -4.29321 -1.01615  -0.451
H: 6.88610 -6.73019 0.05559  0.295
H: 5.90646 -5.42858 0.75603  0.326
H: 5.11870 -6.77650 -0.07741  0.331
H: 5.24123 -4.10799 -2.62353  0.196
H: 3.00371 -4.58091 -1.61948  0.223
H: 3.78343 -3.23122 -0.78751  0.040
H: 3.84063 -4.85382 -0.08822  0.291
C: 3.91746 1.87126 -3.96767  -0.977
C: 5.29058 1.62498 -3.39052  0.543
O: 5.44022 1.21133 -2.25012  -0.612
N: 6.36307 1.87685 -4.18039  -0.178
C: 6.37444 2.36548 -5.54491  -0.875
H: 3.18252 1.62167 -3.20958  -0.013
H: 3.79268 2.91702 -4.25034  0.431
H: 3.74499 1.24874 -4.84627  0.434
H: 7.24683 1.68812 -3.73468  0.252
H: 6.86054 1.64776 -6.20741  0.286
H: 6.91216 3.31261 -5.61149  0.285
H: 5.36015 2.52199 -5.89470  0.333

Atoms 1-2, force components in eV/Å:
-0.10 0.28 0.09
-0.08 -0.06 0.02

- Which formula does entry 2 have?
  C20H50N5O9P2